The following is a DFT calculation (ωB97M-V/def2-TZVPD) of a cluster of 2 separate species, C3H8NO in total.

Structure (XYZ):
```
13
Properties=species:S:1:pos:R:3:forces:R:3:lowdin_spin:R:1
C -0.4156 1.4748 -1.6100 0.0 -0.2 -0.8 0.022
O -0.3792 2.2154 -0.4941 -0.3 0.0 0.3 0.002
H 0.1443 1.9235 -2.4645 0.4 0.1 -0.3 0.002
H -0.0023 0.4265 -1.5421 -0.1 0.3 0.3 0.010
H -1.4189 1.3153 -2.1283 -0.1 0.0 0.5 0.007
C 0.2673 -2.1384 -0.0243 -0.1 0.7 0.7 0.529
C 0.1337 -0.2371 1.4485 -0.5 -0.1 0.1 0.060
N 0.5178 -1.4283 1.2573 -0.6 -0.2 -0.1 0.025
H 0.3854 -3.2027 0.2200 0.1 0.0 -0.5 0.186
H 0.9593 -1.7751 -0.7764 0.3 -0.4 -0.2 0.057
H -0.7409 -1.9316 -0.4238 0.2 -0.1 0.2 0.083
H 0.1212 0.0785 2.5087 0.5 0.2 -0.2 0.012
H -0.2780 0.5199 0.7464 0.1 -0.4 -0.1 0.004
```
Positions in Å, forces in eV/Å.

Lowest unoccupied orbital energy (alpha / beta)   0.2743 / 0.2671 hartree
Kohn-Sham gap (alpha / beta)   3.05 / 6.92 eV
E   -248.869664 a.u.
Multiplicity   2
Total charge   -2

***

The following is a DFT calculation (ωB97M-V/def2-TZVPD) of the molecule CH2N2O2S in a non-equilibrium geometry.

Structure (XYZ):
```
8
Properties=species:S:1:pos:R:3:forces:R:3:nbo_charge:R:1
C -0.9344 -0.1282 -0.0673 -1.3 -4.4 -4.5 -0.499
N -0.7292 1.0875 0.1337 1.8 3.9 0.8 0.064
N -0.1684 2.0196 0.3946 -0.6 0.8 -0.1 0.127
O 1.3134 -1.4662 0.8584 -0.1 -0.4 -0.3 -0.911
O 1.9210 0.4968 -0.4376 -1.2 -1.0 -0.4 -0.892
S 1.1897 -0.7805 -0.4104 2.2 0.7 1.1 1.592
H -1.4577 -0.6595 0.6337 -0.9 -1.1 2.1 0.253
H -1.1345 -0.5695 -1.1050 0.0 1.6 1.3 0.266
```
Positions in Å, forces in eV/Å.

Lowest unoccupied orbital energy   -0.0123 hartree
Kohn-Sham gap   9.24 eV
E   -697.378712 a.u.

***

The following is a DFT calculation (ωB97M-V/def2-TZVPD) of the molecule C8H4N2O2S in a non-equilibrium geometry.

Structure (XYZ):
```
17
Properties=species:S:1:pos:R:3:forces:R:3:nbo_charge:R:1
C 5.4032 2.5339 -0.5974 -2.6 -3.6 2.3 -0.128
C 4.7189 1.5909 -0.1576 1.1 1.9 -2.1 -0.081
C 3.9008 0.4788 -0.0174 -0.1 -1.6 0.9 -0.031
C 3.3490 -0.5882 0.2363 -0.2 1.1 -0.5 -0.234
C -1.9427 -0.5680 -0.8633 2.3 -0.7 -0.6 -0.030
C -3.7037 -1.3090 0.0431 1.3 -0.4 -0.5 0.352
C -1.4754 -1.3308 0.1597 -2.8 -0.1 0.7 0.142
C -0.1697 -1.8116 0.6054 -3.5 -2.2 1.1 0.111
N -3.3005 -0.5978 -0.9672 -0.4 0.2 0.5 -0.458
N 0.8478 -1.2932 0.1612 3.4 1.5 -1.3 -0.594
O 2.6270 -2.9050 -0.7601 -0.1 0.2 0.4 -0.903
O -2.6797 -1.8388 0.7976 0.3 0.8 -1.0 -0.421
S 2.3869 -2.0973 0.4378 0.0 0.7 -0.4 1.416
H 6.0424 3.3240 -0.4104 1.0 1.3 -0.4 0.231
H -1.2123 -0.2063 -1.6085 -1.0 0.3 0.4 0.236
H -4.7598 -1.5768 0.1761 0.8 0.0 0.6 0.212
H -0.2796 -2.7374 1.2229 0.5 0.5 -0.1 0.183
```
Positions in Å, forces in eV/Å.

Lowest unoccupied orbital energy   -0.0226 hartree
Kohn-Sham gap   9.08 eV
E   -965.193974 a.u.

***

The following is a DFT calculation (ωB97M-V/def2-TZVPD) of a structure of composition C5H7O4Pm in a non-equilibrium geometry.

Structure (XYZ):
```
17
Properties=species:S:1:pos:R:3:forces:R:3:lowdin_spin:R:1
O -1.8195 -1.8348 0.3700 0.0 1.5 -0.5 -0.009
Pm -1.6345 0.5388 -0.0719 1.0 0.5 0.2 4.085
C -1.3657 -2.9344 0.0562 0.3 -1.0 0.7 0.000
C -0.0587 -3.1396 -0.5947 0.1 -0.6 0.3 0.000
H -1.9201 -3.8313 0.3820 -0.2 0.3 -0.2 0.000
H -0.1304 -2.8398 -1.6547 0.3 0.0 0.3 0.000
H 0.6974 -2.5928 -0.0093 -0.1 0.2 -0.5 0.000
H 0.2089 -4.2050 -0.5159 -0.1 0.4 -0.4 0.000
C 1.5426 1.4099 -1.5108 -0.7 0.1 -0.2 -0.010
C 0.5565 1.5811 -0.6239 -0.6 -0.3 0.3 -0.046
O 0.8895 2.5884 0.3672 -0.7 -0.1 0.1 -0.004
C -0.0161 2.8320 1.2657 2.6 1.5 0.1 -0.001
O -1.1002 2.2437 1.3620 -1.6 -1.8 -0.5 -0.012
O 0.3577 3.7815 2.0829 0.0 -0.7 -0.3 -0.001
H 1.3689 0.7534 -2.3645 0.2 0.0 0.3 0.000
H 2.4730 1.9862 -1.4928 -0.3 -0.2 0.1 -0.002
H -0.0493 3.6627 2.9525 -0.4 0.4 0.1 0.000
```
Positions in Å, forces in eV/Å.

Lowest unoccupied orbital energy (alpha / beta)   -0.3786 / -0.3311 hartree
Kohn-Sham gap (alpha / beta)   6.73 / 8.06 eV
E   -1103.389405 a.u.
Multiplicity   5
Total charge   +2

***

The following is a DFT calculation (ωB97M-V/def2-TZVPD) of a structure of composition BrTi2.

Structure (XYZ):
```
3
Properties=species:S:1:pos:R:3:forces:R:3:lowdin_spin:R:1
Ti -2.0818 0.5827 -3.4813 0.5 -0.3 0.5 2.998
Ti 1.3291 0.3174 3.8589 -0.1 -0.2 -0.7 2.998
Br 0.7527 -0.9001 -0.3777 -0.4 0.5 0.2 0.005
```
Positions in Å, forces in eV/Å.

Lowest unoccupied orbital energy (alpha / beta)   -0.1778 / -0.1644 hartree
Kohn-Sham gap (alpha / beta)   5.40 / 5.77 eV
E   -4272.404627 a.u.
Multiplicity   7
Total charge   +1

***

The following is a DFT calculation (ωB97M-V/def2-TZVPD) of the molecule C8H13N3O in a non-equilibrium geometry.

Structure (XYZ):
```
25
Properties=species:S:1:pos:R:3:forces:R:3:lowdin_spin:R:1
C 0.4800 -0.7148 0.1551 0.8 3.0 0.3 0.033
C 1.8408 -1.0961 0.0383 2.2 -0.2 0.7 0.073
C -0.1345 0.5083 0.2810 1.9 -1.0 -0.2 0.028
C 1.8401 1.8420 0.1373 2.3 1.2 0.0 0.541
C 2.9560 2.5138 0.0028 1.6 1.4 -0.6 0.122
C 2.0929 -2.5952 -0.1163 -2.3 1.4 -1.8 0.023
C -2.0972 1.3445 -0.8472 -1.7 -0.1 4.8 0.006
C -2.3584 -0.5330 0.6534 -0.2 1.1 1.2 0.001
N 2.7755 -0.2001 0.1516 1.3 -1.2 0.0 0.433
N 0.5621 1.7076 0.3176 -2.8 1.2 -0.1 0.132
N -1.4871 0.6262 0.3523 -2.9 0.6 -0.7 0.003
O 4.0162 -0.1243 -0.0451 -1.4 -1.3 0.1 0.487
H -0.1532 -1.4304 -0.1453 -2.4 -2.8 -0.5 0.002
H 3.0626 3.6257 -0.2842 -0.5 -1.5 0.3 0.042
H 3.9886 2.0090 0.0786 -1.9 0.8 0.1 0.027
H 1.4674 -2.7696 -1.0708 1.6 -0.5 1.0 0.005
H 1.5793 -3.1305 0.6293 -1.1 -0.5 1.2 -0.001
H 3.0711 -2.9758 -0.0225 1.4 0.1 -0.8 0.003
H -1.6085 1.0153 -1.6562 1.1 -1.4 -3.5 0.000
H -3.1851 1.1598 -0.7316 0.8 0.0 -0.8 0.001
H -1.9573 2.3794 -0.7308 0.2 1.5 0.0 0.003
H -2.4755 -1.1797 -0.1755 -0.3 -0.7 -1.2 0.000
H -1.9500 -1.1356 1.4309 0.6 -0.3 0.7 0.000
H -3.3847 -0.2338 1.0505 1.4 0.1 -0.8 0.000
H -0.0310 2.5738 0.2509 0.4 -1.0 0.7 0.036
```
Positions in Å, forces in eV/Å.

Lowest unoccupied orbital energy (alpha / beta)   0.0241 / -0.0407 hartree
Kohn-Sham gap (alpha / beta)   6.73 / 6.20 eV
E   -551.828994 a.u.
Multiplicity   3

***

The following is a DFT calculation (ωB97M-V/def2-TZVPD) of a structure of composition C17H39OP3PtS in a non-equilibrium geometry.

Structure (XYZ):
```
62
Properties=species:S:1:pos:R:3:forces:R:3:lowdin_spin:R:1
Pt 0.5472 -0.1693 1.1038 -0.8 2.0 0.4 0.537
P -0.2903 1.6094 2.3299 -0.5 1.0 0.9 0.180
P -1.3837 -1.2797 0.8980 -0.5 -2.1 -0.1 0.307
P 2.7072 0.4493 1.2985 2.2 -0.9 0.3 0.327
H 1.0348 -2.2973 -2.2829 0.1 0.3 -0.3 0.017
C 1.5046 -1.3282 -2.5010 0.4 -0.5 -0.6 0.160
C 0.6354 -0.1475 -2.1103 0.0 0.5 -0.5 0.091
H -0.3847 -0.3829 -1.8028 0.3 0.3 -0.1 0.007
C -0.5374 3.0286 1.2159 0.0 0.0 0.1 0.020
C -1.8916 1.4213 3.1882 0.0 -0.2 0.0 0.041
C 0.7265 2.1812 3.7342 0.0 0.0 0.0 0.038
C -1.1312 -2.8359 0.0029 -0.2 -0.1 -0.1 0.067
C -2.0465 -1.7794 2.5034 0.0 0.0 0.3 0.037
C -2.6377 -0.3204 0.0135 0.1 0.3 -0.2 0.062
C 3.8603 -0.4668 0.2382 -0.2 0.1 -0.1 0.065
C 3.2319 0.0850 2.9979 -0.2 -0.2 0.0 0.038
C 3.0139 2.2096 0.9545 -0.6 0.1 -0.2 0.073
H 2.4888 -1.2727 -2.0138 -0.2 0.0 -0.5 0.014
H 1.1497 0.6052 -1.4941 -0.5 -0.2 -0.2 0.013
H -0.9845 3.8562 1.7857 0.1 -0.1 -0.2 0.005
H -1.2150 2.7398 0.4013 0.1 0.2 0.2 0.000
H 0.4229 3.3451 0.7910 -0.3 0.0 0.1 0.000
H -2.1258 2.3868 3.6616 0.1 -0.3 -0.1 0.008
H -1.7818 0.6581 3.9699 -0.1 0.2 -0.2 0.000
H -2.7136 1.1513 2.5154 0.2 0.1 0.2 0.000
H 0.1882 3.0121 4.2123 0.2 -0.2 -0.1 0.008
H 1.7258 2.5231 3.4487 -0.3 -0.1 0.1 0.000
H 0.8107 1.3475 4.4441 0.0 0.2 -0.2 0.001
H -1.9256 -3.5215 0.3301 0.2 0.0 -0.4 0.012
H -0.1530 -3.2574 0.2782 -0.4 0.1 -0.1 0.010
H -1.1801 -2.6869 -1.0858 0.0 -0.1 0.3 0.000
H -2.9731 -1.2400 2.7193 0.1 0.0 0.0 0.002
H -1.3328 -1.6190 3.3202 -0.1 0.0 -0.1 0.004
H -2.2778 -2.8468 2.4377 0.0 0.1 0.1 0.006
H -3.6118 -0.8007 0.1724 0.1 0.0 0.0 0.014
H -2.4141 -0.3184 -1.0597 -0.1 0.0 0.2 0.000
H -2.6830 0.7160 0.3705 -0.1 -0.3 -0.1 0.002
H 4.8487 -0.4314 0.7235 -0.2 0.0 -0.4 0.012
H 3.8879 0.0100 -0.7532 0.2 -0.2 0.3 0.000
H 3.5168 -1.5087 0.1525 0.3 0.3 0.1 0.009
H 3.8070 0.9427 3.3724 -0.1 -0.2 0.0 0.007
H 3.8764 -0.8014 2.9378 -0.1 0.2 0.1 0.002
H 2.3826 -0.1358 3.6625 0.3 0.2 -0.2 0.004
H 4.1013 2.3618 1.0275 -0.2 -0.1 0.0 0.017
H 2.4962 2.8583 1.6721 0.3 -0.2 -0.3 0.000
H 2.6797 2.4485 -0.0652 0.2 0.1 0.3 0.001
C -0.7508 -0.0752 -4.6717 -0.8 -1.8 0.0 0.294
C -1.4977 0.8715 -5.4118 -1.1 0.8 -1.1 0.122
C -2.5482 0.4677 -6.2336 0.6 1.2 0.4 0.038
C -2.9005 -0.8864 -6.3054 -1.0 1.2 -1.1 0.312
C -2.2138 -1.8182 -5.5178 1.7 -1.3 1.7 0.241
C -1.1419 -1.4256 -4.6989 -0.1 -0.3 -0.1 0.015
S 0.6817 0.5238 -3.8575 -0.1 0.9 0.2 0.696
H 1.6596 -1.2338 -3.6659 0.5 -1.0 1.5 0.043
H -1.2201 1.9221 -5.3201 -0.2 -0.1 -0.3 0.007
H -3.1050 1.2180 -6.8029 0.2 -0.3 0.2 -0.001
H -3.7275 -1.2099 -6.9497 0.3 0.1 0.2 0.009
H -2.5188 -2.8642 -5.5483 0.1 0.2 0.0 0.007
H -0.6005 -2.1702 -4.1174 -0.2 0.1 -0.3 -0.004
O 0.4824 -1.0151 4.8712 0.3 -0.3 -0.1 0.001
H 0.5077 -0.9436 5.8422 -0.1 -0.1 -0.3 0.000
H 0.9242 -1.8598 4.6707 -0.2 0.3 0.4 0.000
```
Positions in Å, forces in eV/Å.

Lowest unoccupied orbital energy (alpha / beta)   -0.4589 / -0.6173 hartree
Kohn-Sham gap (alpha / beta)   5.88 / 4.05 eV
E   -2286.268558 a.u.
Multiplicity   5
Total charge   +4

***

The following is a DFT calculation (ωB97M-V/def2-TZVPD) of the molecule C4H5I in a non-equilibrium geometry.

Structure (XYZ):
```
10
Properties=species:S:1:pos:R:3:forces:R:3:nbo_charge:R:1
C 0.5447 0.7089 -0.6872 -0.6 1.7 1.4 -0.679
C 0.0170 0.0736 0.4918 -1.4 -4.1 -1.0 0.183
C -0.5510 -0.4776 1.5048 0.4 -0.5 1.3 -0.250
C -0.0572 -1.6726 0.7687 -0.6 -0.3 0.8 -0.474
I 1.8979 -2.3034 1.3395 0.6 -0.2 0.2 -0.008
H -0.2553 0.8287 -1.3960 -0.2 -0.2 -0.6 0.251
H 1.3348 0.0709 -0.9935 1.0 0.0 -0.8 0.256
H 0.8179 1.7301 -0.3720 0.5 -0.3 -0.5 0.240
H -0.8537 -0.2179 2.5131 -0.3 0.0 -0.1 0.215
H -0.5836 -2.8050 0.6909 0.6 3.9 -0.6 0.266
```
Positions in Å, forces in eV/Å.

Lowest unoccupied orbital energy   0.0263 hartree
Kohn-Sham gap   9.03 eV
E   -452.948676 a.u.
Structure (SMILES)   CC1=C[C@@H]1I

***

The following is a DFT calculation (ωB97M-V/def2-TZVPD) of the molecule C6H6N2OS in a non-equilibrium geometry.

Structure (XYZ):
```
16
Properties=species:S:1:pos:R:3:forces:R:3:nbo_charge:R:1
S 1.1732 -1.4743 -2.2505 -0.9 0.7 0.2 -0.033
C 0.9285 -0.5774 -0.6421 -2.5 -1.2 -2.0 0.113
C -0.3266 0.3035 -0.6230 0.6 -0.1 1.1 0.214
C -0.3976 1.4903 0.0989 -0.9 0.9 -1.4 -0.309
C -1.6959 2.0774 0.1065 2.0 0.8 2.3 0.091
N -2.7307 1.5453 -0.4425 -2.2 2.0 0.8 -0.454
C -2.5376 0.4476 -1.0229 -2.1 -3.6 -4.2 0.282
N -1.4266 -0.2103 -1.1221 1.3 -1.8 -0.9 -0.459
C 1.2185 -1.2775 0.6093 -2.8 2.7 1.4 -0.097
O 1.9822 -0.2224 0.0851 2.7 1.5 0.7 -0.463
H 2.4338 -1.8127 -2.0615 0.6 0.0 0.4 0.126
H 0.5067 2.0319 0.3094 0.1 0.1 0.8 0.241
H -2.0379 2.9228 0.6994 1.2 0.5 0.0 0.204
H -3.3690 0.0300 -1.7007 1.0 0.5 1.5 0.172
H 0.5699 -0.9371 1.4511 0.7 -0.6 -0.4 0.179
H 1.5856 -2.2235 0.6510 1.3 -2.5 -0.1 0.192
```
Positions in Å, forces in eV/Å.

Lowest unoccupied orbital energy   0.0213 hartree
Kohn-Sham gap   9.81 eV
E   -815.089875 a.u.
Structure (SMILES)   S[C@@]1(c2ccncn2)CO1

***

Q: Which of these has the lowest E?
A: BrTi2

***

Q: Among the records above, which one has the lowest E?
A: BrTi2

***

Q: Which of these has the highest E?
A: C3H8NO

***

Q: The highest E belongs to which entry?
A: C3H8NO